No. 1
{"formula": "C51H44CaNO6S2", "method": "wB97M-V/def2-TZVPD", "elements": ["Ca", "C", "C", "C", "C", "C", "C", "C", "C", "C", "C", "H", "H", "H", "H", "H", "H", "H", "H", "H", "H", "H", "H", "H", "H", "O", "C", "O", "C", "C", "C", "C", "C", "N", "C", "O", "O", "H", "H", "H", "H", "C", "C", "C", "C", "C", "C", "C", "S", "O", "C", "C", "C", "C", "C", "C", "C", "C", "C", "C", "C", "C", "C", "C", "C", "C", "C", "C", "C", "C", "S", "O", "C", "C", "C", "C", "C", "C", "C", "H", "H", "H", "H", "H", "H", "H", "H", "H", "H", "H", "H", "H", "H", "H", "H", "H", "H", "H", "H", "H", "H", "H", "H", "H", "H"], "positions_angstrom": [[10.247, 13.822, 9.981], [19.225, 17.776, 14.072], [18.132, 17.914, 13.023], [18.430, 18.977, 11.948], [16.736, 18.169, 13.538], [15.672, 18.190, 12.610], [14.364, 18.360, 13.047], [14.097, 18.611, 14.390], [12.688, 18.748, 14.849], [15.137, 18.629, 15.295], [16.458, 18.376, 14.913], [20.139, 17.511, 13.557], [19.012, 16.996, 14.836], [19.406, 18.683, 14.627], [17.995, 16.957, 12.448], [18.461, 19.921, 12.476], [17.734, 19.080, 11.087], [19.396, 18.784, 11.481], [15.867, 17.984, 11.541], [13.480, 18.172, 12.464], [11.983, 17.919, 14.730], [12.282, 19.665, 14.385], [12.667, 18.873, 15.946], [14.943, 18.726, 16.418], [17.204, 18.353, 15.690], [12.602, 16.564, 7.210], [11.720, 15.908, 8.006], [11.833, 14.739, 8.310], [10.621, 16.769, 8.483], [10.553, 18.183, 8.414], [9.398, 18.823, 8.946], [8.551, 18.094, 9.708], [8.728, 16.711, 9.831], [9.661, 16.113, 9.135], [8.067, 15.860, 11.004], [7.070, 16.430, 11.515], [8.633, 14.797, 11.311], [13.102, 15.936, 6.654], [11.258, 18.768, 7.755], [9.239, 19.856, 8.786], [7.704, 18.483, 10.247], [17.851, 10.901, 14.031], [16.420, 11.125, 13.608], [15.387, 10.440, 14.286], [14.031, 10.637, 14.051], [13.660, 11.426, 12.888], [14.671, 12.006, 12.084], [16.020, 11.885, 12.488], [11.895, 11.935, 12.751], [11.723, 12.657, 11.357], [11.050, 10.318, 12.796], [10.356, 10.026, 13.965], [9.652, 8.897, 14.175], [9.804, 7.840, 13.301], [9.300, 6.531, 13.649], [9.164, 5.537, 12.692], [9.567, 5.822, 11.414], [10.101, 7.072, 11.039], [10.274, 8.159, 11.975], [10.941, 9.390, 11.715], [11.726, 9.653, 10.444], [13.102, 9.213, 10.225], [13.772, 8.353, 11.133], [15.136, 8.153, 10.932], [15.892, 8.812, 9.982], [15.268, 9.672, 9.069], [13.856, 9.871, 9.170], [13.215, 10.593, 8.160], [11.863, 10.804, 8.297], [11.110, 10.367, 9.391], [9.287, 10.617, 9.300], [8.904, 12.073, 9.456], [8.982, 10.393, 7.619], [8.138, 11.321, 7.036], [7.637, 11.076, 5.761], [8.116, 9.953, 5.030], [7.311, 9.568, 3.881], [9.247, 9.253, 5.530], [9.522, 9.334, 6.866], [17.838, 10.342, 14.988], [18.361, 11.857, 14.289], [18.515, 10.419, 13.234], [15.583, 9.756, 15.114], [13.340, 10.228, 14.744], [14.384, 12.646, 11.258], [16.814, 12.392, 11.886], [10.266, 10.770, 14.732], [9.065, 8.946, 15.081], [8.980, 6.279, 14.646], [8.808, 4.596, 13.031], [9.305, 5.055, 10.659], [10.281, 7.354, 9.998], [13.299, 7.876, 11.986], [15.597, 7.369, 11.563], [16.950, 8.680, 9.907], [15.834, 10.139, 8.272], [13.751, 10.983, 7.310], [11.289, 11.348, 7.513], [7.904, 12.180, 7.659], [6.964, 11.754, 5.248], [6.871, 8.575, 4.058], [7.960, 9.352, 3.031], [6.517, 10.343, 3.653], [9.756, 8.532, 4.944], [10.183, 8.612, 7.309]], "spin_multiplicity": 1, "de_lowest_ev": 1.8992, "homo_energy_ev": -10.00, "charge": 1, "orbital_gap_ha": 0.2621}

No. 2
{"formula": "C51H45BrN5O2P2S2V", "method": "wB97M-V/def2-TZVPD", "elements": ["V", "O", "C", "O", "C", "C", "C", "N", "C", "C", "C", "C", "C", "C", "C", "N", "C", "C", "C", "C", "C", "N", "H", "H", "H", "H", "H", "H", "H", "H", "H", "H", "S", "P", "C", "P", "S", "C", "C", "C", "C", "C", "C", "C", "C", "C", "C", "C", "C", "C", "C", "C", "C", "C", "C", "C", "C", "C", "C", "C", "C", "H", "H", "H", "H", "H", "H", "H", "H", "H", "H", "H", "H", "H", "H", "H", "H", "H", "H", "H", "H", "N", "C", "C", "N", "C", "C", "H", "H", "H", "H", "H", "H", "H", "H", "H", "H", "H", "Br", "C", "C", "C", "C", "C", "C", "H", "H", "H", "H"], "positions_angstrom": [[-0.944, 1.052, -0.336], [-4.435, -3.628, -3.611], [-4.908, -3.005, -2.629], [-6.079, -2.965, -2.175], [-3.892, -2.166, -1.842], [-2.595, -2.556, -1.756], [-1.665, -1.810, -0.975], [-2.023, -0.512, -0.591], [-3.391, -0.215, -0.540], [-4.317, -1.020, -1.113], [-3.631, 0.954, 0.296], [-4.864, 1.426, 0.728], [-4.948, 2.473, 1.625], [-3.744, 3.046, 2.080], [-2.550, 2.572, 1.624], [-2.447, 1.540, 0.712], [-0.466, -2.324, -0.511], [-0.062, -3.689, -0.656], [0.631, -4.305, 0.333], [0.838, -3.574, 1.579], [0.681, -2.243, 1.601], [0.321, -1.553, 0.439], [-2.295, -3.469, -2.256], [-5.375, -0.794, -1.055], [-5.764, 0.962, 0.336], [-5.907, 2.852, 1.957], [-3.753, 3.895, 2.756], [-1.615, 3.009, 1.948], [-0.390, -4.251, -1.530], [0.921, -5.346, 0.246], [1.113, -4.092, 2.495], [0.822, -1.660, 2.510], [1.218, 1.927, 2.259], [2.131, 0.584, 1.105], [0.831, -0.237, 0.017], [1.341, -0.004, -1.754], [1.013, 1.935, -1.985], [3.055, -0.408, -2.307], [3.602, -1.667, -2.042], [4.901, -1.975, -2.433], [5.668, -1.023, -3.093], [5.131, 0.229, -3.356], [3.833, 0.539, -2.959], [0.363, -0.914, -3.014], [0.725, -2.144, -3.570], [-0.058, -2.723, -4.559], [-1.205, -2.084, -5.023], [-1.545, -0.846, -4.511], [-0.761, -0.258, -3.524], [3.543, 1.473, 0.295], [3.377, 2.820, -0.040], [4.426, 3.558, -0.574], [5.668, 2.969, -0.765], [5.857, 1.646, -0.404], [4.805, 0.904, 0.125], [3.076, -0.627, 2.118], [3.296, -0.367, 3.464], [4.050, -1.250, 4.236], [4.578, -2.399, 3.667], [4.347, -2.669, 2.324], [3.599, -1.788, 1.558], [3.004, -2.415, -1.524], [5.310, -2.958, -2.222], [6.681, -1.258, -3.396], [5.726, 0.979, -3.869], [3.420, 1.522, -3.152], [1.599, -2.675, -3.226], [0.228, -3.687, -4.964], [-1.831, -2.554, -5.772], [-2.434, -0.336, -4.866], [-1.028, 0.719, -3.146], [2.423, 3.290, 0.132], [4.265, 4.599, -0.836], [6.485, 3.540, -1.192], [6.825, 1.176, -0.535], [4.991, -0.120, 0.403], [2.877, 0.530, 3.902], [4.228, -1.032, 5.284], [5.161, -3.086, 4.269], [4.742, -3.571, 1.870], [3.406, -2.016, 0.516], [-3.747, -0.249, 4.597], [-2.964, 1.036, 4.788], [-1.514, 0.763, 4.428], [-1.509, 0.274, 3.079], [-2.146, -1.008, 2.922], [-3.619, -0.803, 3.187], [-4.724, -0.096, 4.817], [-3.377, -0.947, 5.239], [-3.100, 1.368, 5.815], [-3.379, 1.754, 4.088], [-1.085, 0.042, 5.159], [-0.935, 1.685, 4.494], [-0.619, 0.367, 2.608], [-1.752, -1.782, 3.606], [-2.024, -1.362, 1.896], [-4.203, -1.718, 3.125], [-4.018, -0.052, 2.504], [-3.288, 6.838, -2.940], [-2.667, 5.155, -2.282], [-1.625, 5.130, -1.364], [-1.196, 3.896, -0.888], [-1.757, 2.671, -1.307], [-2.801, 2.763, -2.233], [-3.263, 3.989, -2.720], [-1.161, 6.052, -1.037], [-0.370, 3.892, -0.172], [-3.289, 1.860, -2.594], [-4.074, 4.031, -3.435]], "s2": 0.8284, "spin_multiplicity": 2, "de_lowest_ev": 0.0000, "homo_energy_ev": [-2.62, -2.65], "charge": -1, "orbital_gap_ha": [0.1339, 0.1348]}